The following is a quantum chemistry calculation of a cluster of 8 separate species, H16O8 in total, from the Open Molecules 2025 dataset.

```
24
Properties=species:S:1:pos:R:3:nbo_charge:R:1
H 0.01 0.27 0.98 0.491
H -0.30 -0.85 1.96 0.458
H 1.77 -2.72 1.15 0.471
H 2.60 -3.12 -0.05 0.474
H -3.79 -0.21 2.93 0.462
H -2.91 -0.71 1.80 0.484
H -1.30 -0.39 -2.98 0.461
H -0.36 0.79 -2.82 0.464
H 1.05 -1.11 -2.01 0.485
H 1.81 -2.19 -2.76 0.483
H -1.28 3.48 -2.25 0.460
H -2.16 2.90 -1.16 0.473
H 1.23 2.30 3.36 0.471
H 0.27 1.38 2.62 0.472
H 1.87 1.50 -0.48 0.474
H 1.74 0.07 -0.98 0.480
O -0.54 -0.52 1.09 -0.955
O 2.04 -3.49 0.64 -0.945
O -2.87 -0.29 2.66 -0.947
O -1.02 0.28 -2.35 -0.921
O 1.89 -1.58 -2.02 -0.967
O -1.97 2.83 -2.10 -0.932
O 1.07 1.90 2.50 -0.945
O 1.37 0.69 -0.34 -0.953
```

HOMO energy, eV: -10.7
F_max, eV/Å: 0.888
Charge: 0
SMILES: O.O.O.O.O.O.O.O
Gap between HOMO and LUMO, eV: 11.0

The following is a quantum chemistry calculation of a cluster of 2 separate species, CH6N3O in total in a non-equilibrium geometry, from the Open Molecules 2025 dataset.

```
11
Properties=species:S:1:pos:R:3:nbo_charge:R:1
C -1.10 -0.58 -0.24 0.162
N 1.51 0.92 -0.15 -0.887
N -0.53 -1.64 0.29 -0.837
N -1.91 0.25 0.04 0.204
O -2.52 1.20 0.41 -0.326
H 1.27 1.58 -0.87 0.456
H 1.31 -0.14 -0.22 0.513
H -1.33 -2.06 0.79 0.410
H -0.35 -2.37 -0.46 0.406
H 2.34 1.37 -0.28 0.440
H 1.32 1.46 0.70 0.460
```

HOMO energy, eV: -13.0
F_max, eV/Å: 6.005
Charge: +1
Gap between HOMO and LUMO, eV: 8.4

The following is a quantum chemistry calculation of a structure of composition C5H5F2N2O2 in a non-equilibrium geometry, from the Open Molecules 2025 dataset.

```
16
Properties=species:S:1:pos:R:3:nbo_charge:R:1
C -0.59 -1.24 0.82 0.604
C 1.36 0.82 1.02 0.736
C 0.57 -0.34 -1.12 -0.385
C 0.11 0.53 0.04 -0.031
C -1.15 1.42 0.25 -0.637
N -0.82 -1.93 -0.21 -0.405
N -0.39 -1.42 -1.39 0.111
O 2.32 0.11 0.77 -0.751
O 1.22 1.68 1.85 -0.746
F -1.06 -1.51 2.01 -0.313
F 0.38 -2.49 -2.11 -0.316
H 0.78 0.27 -2.10 0.198
H 1.59 -0.67 -0.76 0.296
H -0.88 2.35 -0.05 0.210
H -1.29 1.52 1.27 0.236
H -2.12 0.90 -0.28 0.192
```

HOMO energy, eV: -4.9
F_max, eV/Å: 5.412
Charge: -1
Gap between HOMO and LUMO, eV: 8.7

The following is a quantum chemistry calculation of an isolated molecule of C22H30N2O5, from the Open Molecules 2025 dataset.

```
59
Properties=species:S:1:pos:R:3:nbo_charge:R:1
C 2.76 2.04 2.48 -0.635
C 1.97 2.95 1.55 -0.077
H 1.65 3.86 2.07 0.191
H 2.57 3.20 0.67 0.203
O 0.76 2.33 1.11 -0.533
C 0.85 1.48 0.08 0.831
O 1.88 1.22 -0.47 -0.607
C -0.52 0.93 -0.31 -0.145
C -1.26 0.42 0.94 -0.396
H -1.30 1.20 1.70 0.228
C -0.56 -0.82 1.51 -0.211
N -0.50 -1.86 0.51 -0.441
C -1.23 -3.00 0.43 0.688
O -1.16 -3.73 -0.55 -0.644
C -2.10 -3.42 1.60 -0.493
C -1.50 -4.69 2.21 -0.029
N -2.29 -5.18 3.32 -0.618
C -1.59 -5.61 4.39 0.679
O -2.06 -6.08 5.39 -0.610
C -0.11 -5.40 4.06 -0.504
H 0.42 -5.00 4.92 0.235
C -0.12 -4.47 2.85 -0.409
H 0.69 -4.67 2.15 0.227
H -0.04 -3.43 3.18 0.200
H 0.31 -6.37 3.82 0.231
H -3.28 -5.31 3.25 0.408
H -1.44 -5.45 1.41 0.205
H -2.22 -2.66 2.37 0.208
H -3.09 -3.66 1.19 0.234
C 0.28 -1.45 -0.65 -0.235
C -0.34 -0.22 -1.31 -0.407
H 0.30 0.11 -2.12 0.242
H -1.32 -0.49 -1.71 0.209
H 0.30 -2.28 -1.35 0.253
H 1.30 -1.22 -0.32 0.207
H -1.07 -1.16 2.41 0.213
H 0.47 -0.56 1.78 0.195
H -2.28 0.15 0.65 0.209
C -1.31 2.10 -0.93 -0.394
C -0.54 2.81 -2.01 -0.081
C -0.57 2.37 -3.33 -0.127
C 0.18 2.98 -4.32 -0.324
C 0.98 4.07 -4.00 0.309
C 1.01 4.53 -2.68 -0.250
C 0.26 3.90 -1.71 -0.187
H 0.29 4.28 -0.70 0.211
H 1.63 5.38 -2.45 0.223
O 1.76 4.75 -4.88 -0.492
C 1.79 4.33 -6.22 -0.252
H 2.48 5.00 -6.73 0.201
H 0.80 4.41 -6.69 0.175
H 2.15 3.30 -6.31 0.177
H 0.12 2.61 -5.32 0.219
H -1.20 1.53 -3.60 0.202
H -2.25 1.71 -1.34 0.217
H -1.56 2.81 -0.14 0.220
H 3.63 2.56 2.85 0.220
H 3.08 1.15 1.95 0.223
H 2.14 1.73 3.33 0.208
```

HOMO energy, eV: -8.5
F_max, eV/Å: 0.623
Charge: 0
SMILES: CCOC(=O)C1(Cc2ccc(OC)cc2)CCN(C(=O)C[C@H]2CCC(=O)N2)CC1
Gap between HOMO and LUMO, eV: 9.0

The following is a quantum chemistry calculation of a structure of composition C20H58ClInN2O14 in a non-equilibrium geometry, from the Open Molecules 2025 dataset.

```
96
Properties=species:S:1:pos:R:3:lowdin_charge:R:1
In -0.92 -0.09 -0.98 1.406
Cl 1.01 -2.62 0.66 0.012
C 0.97 0.43 5.37 -0.024
C 1.45 0.01 3.98 -0.379
C 2.89 0.48 3.65 -0.166
O 3.27 0.35 2.29 -0.228
C 4.44 0.94 1.92 -0.107
N 1.44 -1.46 3.90 0.043
H 1.65 0.01 6.11 0.093
H 0.04 -0.11 5.54 0.071
H 0.83 1.51 5.34 0.090
H 0.78 0.39 3.21 0.117
H 3.64 0.06 4.32 0.134
H 3.09 1.53 3.86 0.126
H 4.23 2.00 1.80 0.094
H 4.84 0.67 0.94 0.086
H 5.22 0.73 2.65 0.107
H 1.74 -1.70 2.97 0.001
H 2.18 -1.90 4.43 0.109
C 3.24 -1.65 -2.63 -0.030
C 3.23 -0.31 -1.89 -0.375
C 4.29 0.74 -2.43 -0.127
O 4.07 1.94 -1.65 -0.264
C 5.14 2.96 -1.62 -0.031
N 1.95 0.28 -2.13 0.079
H 4.27 -2.02 -2.65 0.092
H 2.94 -1.49 -3.67 0.081
H 2.66 -2.46 -2.18 0.061
H 3.39 -0.41 -0.82 0.137
H 4.01 1.06 -3.44 0.126
H 5.31 0.35 -2.49 0.136
H 6.03 2.55 -1.14 0.089
H 4.86 3.94 -1.21 0.092
H 5.37 3.03 -2.68 0.085
H 1.90 0.27 -3.14 0.071
H 2.16 1.26 -1.96 0.056
C -0.12 -2.98 -3.37 -0.209
C -1.43 -3.61 -2.90 -0.197
O -1.73 -3.23 -1.56 -0.120
O 0.00 -1.56 -3.46 -0.138
H 0.18 -3.26 -4.38 0.134
H 0.70 -3.38 -2.77 0.106
H -1.39 -4.69 -2.97 0.138
H -2.25 -3.29 -3.54 0.117
H -1.73 -4.00 -0.99 0.097
H 0.70 -1.35 -4.08 0.070
C -2.24 2.04 2.05 -0.159
C -2.34 0.62 2.68 -0.187
O -1.44 -0.27 2.04 -0.145
O -2.36 2.01 0.61 -0.115
H -1.26 2.50 2.22 0.107
H -2.90 2.75 2.56 0.132
H -3.33 0.18 2.78 0.115
H -2.01 0.68 3.72 0.124
H -1.23 -1.01 2.62 0.030
H -2.62 2.86 0.25 0.085
C -4.59 -0.87 -2.06 -0.168
C -4.46 -1.67 -0.72 -0.211
O -3.52 -1.14 0.16 -0.080
O -3.34 -0.73 -2.76 -0.124
H -4.78 0.20 -1.97 0.108
H -5.37 -1.22 -2.73 0.135
H -4.45 -2.74 -0.94 0.127
H -5.42 -1.46 -0.25 0.130
H -3.53 -1.71 0.93 0.052
H -3.60 -0.86 -3.68 0.093
C 0.45 3.44 -0.36 -0.166
C 1.41 2.70 0.52 -0.215
O 1.16 1.30 0.75 -0.126
O 0.14 2.65 -1.55 -0.118
H 0.89 4.40 -0.62 0.141
H -0.48 3.61 0.19 0.102
H 1.52 3.10 1.53 0.137
H 2.39 2.81 0.06 0.104
H 1.84 1.02 1.37 0.035
H 0.50 3.17 -2.27 0.094
C -3.07 -3.28 3.56 -0.200
C -1.53 -3.16 3.60 -0.194
O -1.18 -1.93 4.26 -0.095
O -3.69 -2.34 2.71 -0.090
H -3.55 -3.05 4.51 0.129
H -3.43 -4.27 3.30 0.124
H -1.17 -3.32 2.59 0.088
H -1.22 -3.97 4.27 0.128
H -0.24 -1.80 4.12 -0.006
H -4.64 -2.46 2.80 0.109
C -1.95 1.80 -4.42 -0.174
C -2.63 2.74 -3.38 -0.146
O -2.90 2.02 -2.12 -0.117
O -0.72 1.27 -3.87 -0.114
H -1.73 2.38 -5.31 0.133
H -2.59 0.94 -4.63 0.107
H -3.57 3.15 -3.76 0.134
H -1.91 3.54 -3.21 0.112
H -3.71 2.41 -1.77 0.090
H -0.12 1.02 -4.58 0.089
```

HOMO energy, eV: -14.0
F_max, eV/Å: 3.456
Charge: +2
Gap between HOMO and LUMO, eV: 3.9

The following is a quantum chemistry calculation of a structure of composition C44H58N4O6P2STi in a non-equilibrium geometry, from the Open Molecules 2025 dataset.

```
116
Properties=species:S:1:pos:R:3:lowdin_charge:R:1
Ti 0.55 0.01 0.36 1.044
C 0.49 -4.32 -1.22 -0.069
C -0.80 -3.69 -1.71 -0.385
C -1.88 -4.75 -1.90 -0.059
C -1.32 -2.59 -0.81 -0.210
C -0.93 -2.47 0.52 -0.051
C -1.55 -1.55 1.38 -0.079
C -2.53 -0.67 0.91 -0.268
C -3.22 0.28 1.84 -0.022
C -2.87 -0.76 -0.44 -0.036
C -2.29 -1.70 -1.27 -0.031
H 0.88 -5.01 -1.97 0.086
H 0.33 -4.90 -0.31 0.081
H 1.25 -3.57 -1.02 0.053
H -0.59 -3.23 -2.68 0.125
H -2.16 -5.20 -0.95 0.086
H -1.52 -5.55 -2.56 0.079
H -2.79 -4.34 -2.35 0.075
H -0.21 -3.16 0.93 0.113
H -1.29 -1.57 2.43 0.122
H -2.55 1.06 2.20 0.059
H -3.60 -0.25 2.72 0.090
H -4.07 0.76 1.34 0.081
H -3.60 -0.08 -0.84 0.107
H -2.59 -1.74 -2.31 0.129
O 0.93 -1.41 -2.64 0.071
C 0.51 -0.28 -2.57 -0.526
O 0.10 0.31 -1.46 -0.183
C 0.46 0.61 -3.79 -0.126
C 1.41 0.29 -4.77 -0.019
C 1.54 1.06 -5.91 -0.069
C 0.71 2.16 -6.09 -0.068
C -0.25 2.45 -5.14 -0.082
C -0.41 1.69 -3.97 -0.290
P -1.82 2.06 -2.83 1.132
C -1.11 3.33 -1.73 -0.400
C -1.92 3.77 -0.68 -0.117
C -1.48 4.75 0.19 -0.075
C -0.22 5.31 0.03 -0.077
C 0.59 4.88 -1.00 -0.082
C 0.15 3.90 -1.88 -0.080
C -2.85 3.08 -3.95 -0.402
C -3.59 2.41 -4.92 -0.117
C -4.42 3.09 -5.79 -0.088
C -4.55 4.47 -5.68 -0.093
C -3.83 5.16 -4.71 -0.082
C -2.98 4.47 -3.86 -0.085
H 2.04 -0.57 -4.60 0.102
H 2.29 0.81 -6.65 0.104
H 0.80 2.78 -6.97 0.105
H -0.92 3.29 -5.31 0.102
H -2.89 3.31 -0.53 0.106
H -2.12 5.06 1.01 0.108
H 0.12 6.07 0.72 0.104
H 1.58 5.32 -1.14 0.095
H 0.80 3.58 -2.69 0.103
H -3.51 1.33 -5.00 0.103
H -4.99 2.55 -6.54 0.101
H -5.21 5.01 -6.35 0.100
H -3.92 6.23 -4.62 0.102
H -2.42 5.01 -3.11 0.100
O 1.70 2.24 2.72 -0.284
S 0.43 1.67 2.35 0.375
O -0.73 2.12 3.05 -0.265
O 0.24 1.82 0.80 -0.396
O 0.52 0.13 2.32 -0.419
N 2.18 -0.66 0.16 -0.192
P 3.75 -0.53 0.41 0.639
N 4.26 -1.04 1.89 -0.212
C 4.42 -2.48 2.13 -0.186
C 5.02 -2.70 3.53 -0.176
C 5.79 -1.47 3.99 -0.198
C 4.83 -0.29 4.15 -0.165
C 3.74 -0.35 3.08 -0.189
N 4.54 -1.50 -0.66 -0.195
C 5.91 -1.11 -1.04 -0.206
C 6.53 -2.18 -1.91 -0.181
C 5.76 -2.36 -3.22 -0.187
C 4.27 -2.05 -3.03 -0.178
C 3.84 -2.38 -1.61 -0.205
N 4.26 1.02 0.25 -0.175
C 5.37 1.62 1.01 -0.196
C 4.93 2.92 1.66 -0.162
C 4.50 3.95 0.60 -0.173
C 4.18 3.26 -0.74 -0.178
C 3.41 1.98 -0.50 -0.183
H 5.07 -2.89 1.36 0.105
H 3.45 -2.98 2.06 0.117
H 5.66 -3.59 3.51 0.108
H 4.23 -2.92 4.25 0.112
H 6.55 -1.23 3.24 0.107
H 6.33 -1.67 4.92 0.108
H 5.38 0.65 4.09 0.102
H 4.36 -0.31 5.14 0.115
H 3.37 0.64 2.82 0.079
H 2.87 -0.90 3.45 0.123
H 6.51 -0.97 -0.13 0.113
H 5.91 -0.14 -1.56 0.117
H 6.55 -3.12 -1.35 0.111
H 7.58 -1.92 -2.11 0.111
H 5.88 -3.38 -3.58 0.106
H 6.18 -1.71 -4.00 0.106
H 3.65 -2.61 -3.73 0.114
H 4.06 -0.99 -3.21 0.108
H 4.08 -3.43 -1.38 0.124
H 2.77 -2.24 -1.48 0.052
H 6.21 1.81 0.33 0.116
H 5.72 0.90 1.75 0.094
H 5.74 3.31 2.27 0.113
H 4.09 2.71 2.33 0.089
H 5.28 4.70 0.45 0.106
H 3.61 4.48 0.95 0.108
H 5.10 3.04 -1.29 0.112
H 3.59 3.92 -1.37 0.100
H 3.12 1.53 -1.45 0.117
H 2.51 2.21 0.06 0.091
```

HOMO energy, eV: -8.0
F_max, eV/Å: 1.818
Charge: 0
Gap between HOMO and LUMO, eV: 8.0

E values (in a.u.) by entry order: -611.48022 -280.76937 -653.13925 -1342.09923 -2609.19189 -4312.53791.
Relative energy (zero: lowest compared OMol25 entry of this formula, charge and spin) values (in eV) by entry order: 2.786 4.463 2.305 0.271 0.000 0.448.
LUMO level values (in eV) by entry order: 0.3 -4.6 3.8 0.6 -10.1 -0.1.